Run P
{"formula": "C6H11Br2NO2", "method": "ωB97M-V with the def2-TZVPD basis set", "elements": ["C", "C", "C", "C", "C", "C", "N", "O", "O", "Br", "Br", "H", "H", "H", "H", "H", "H", "H", "H", "H", "H", "H"], "xyz": [[2.0064, 1.6259, -0.3920], [-1.9468, -0.4377, -0.3482], [-0.3436, -2.1382, 0.7249], [0.9884, 0.4793, -0.3263], [0.0831, 0.4625, 0.8788], [-0.9286, -0.6865, 0.7935], [0.3084, 0.6504, -1.6311], [0.7466, -0.0991, -2.4846], [-0.4129, 1.5514, -1.8529], [-0.6601, 2.2008, 1.2020], [-1.8150, -0.5977, 2.5538], [2.8215, 1.4831, 0.2543], [1.6537, 2.6381, 0.0251], [2.4652, 1.7404, -1.3466], [-1.8623, 0.6043, -0.5448], [-2.9483, -0.6579, -0.0462], [-1.6965, -1.2086, -1.1297], [0.1050, -2.3688, 1.7454], [-1.2300, -2.6480, 0.5655], [0.3281, -2.3370, -0.0239], [1.4810, -0.5518, -0.3820], [0.8565, 0.2950, 1.7650]], "lowdin_charge": [-0.057, -0.099, -0.099, -0.328, -0.731, -0.873, -0.438, 0.078, 0.084, 0.804, 0.718, 0.063, 0.078, 0.084, 0.021, 0.067, 0.114, 0.096, 0.051, 0.046, 0.171, 0.149], "smiles": "C[C@@H]([C@@H](Br)C(C)(C)Br)[N+](=O)[O-]", "homo_lumo_gap_ev": 10.187, "charge": 0}



Run Q
{"formula": "C6H11Br2NO2", "method": "ωB97M-V with the def2-TZVPD basis set", "elements": ["C", "C", "C", "C", "C", "C", "N", "O", "O", "Br", "Br", "H", "H", "H", "H", "H", "H", "H", "H", "H", "H", "H"], "xyz": [[-1.7209, -0.5730, 2.3104], [1.5229, -0.5434, -1.5700], [0.1873, 1.5367, -1.6488], [-1.1021, -0.7592, 0.9486], [0.5871, 0.4396, 0.6674], [1.1320, 0.6982, -0.7708], [-0.5940, -2.0039, 0.6410], [-0.8214, -2.4945, -0.4684], [0.0774, -2.5728, 1.5306], [1.7968, -0.3510, 1.9837], [2.8112, 1.7372, -0.4317], [-1.2376, -1.0819, 3.1394], [-2.6970, -0.9478, 2.3212], [-1.7330, 0.5515, 2.4358], [0.5238, -0.9255, -1.7519], [2.0452, -1.4007, -1.0817], [1.9329, -0.1608, -2.5922], [-0.7655, 1.0909, -1.6341], [0.0591, 2.6205, -1.3534], [0.5930, 1.5283, -2.7267], [-1.7895, -0.5713, 0.1332], [0.1248, 1.2376, 1.1435]], "lowdin_charge": [-0.049, -0.141, -0.121, -0.196, -0.511, -0.919, -0.428, 0.044, -0.033, 0.746, 0.665, 0.080, 0.063, 0.108, 0.057, 0.099, 0.116, 0.054, 0.097, 0.112, 0.131, 0.026], "homo_lumo_gap_ev": 9.059, "charge": 0}



Quick one: most stable of them? run P



Run P
{"formula": "C7H6N4", "method": "ωB97M-V with the def2-TZVPD basis set", "elements": ["C", "C", "C", "C", "C", "C", "C", "N", "N", "N", "N", "H", "H", "H", "H", "H", "H"], "xyz": [[3.9783, 0.4684, 1.5369], [-1.8491, -0.3755, 0.9975], [-0.9408, 0.6001, 1.3312], [-1.5583, -1.3613, 0.1273], [0.2759, 0.8350, 0.6609], [-0.3670, -1.2918, -0.5840], [0.5438, -0.0719, -0.3670], [3.9125, 0.6687, 0.3861], [0.2725, -1.9982, -1.5483], [1.3090, -1.2824, -1.8874], [1.5857, -0.1778, -1.1760], [-2.7043, -0.3757, 1.7774], [-1.4286, 1.1584, 2.0990], [-2.1652, -2.2950, 0.0732], [0.9179, 1.7027, 0.8593], [4.1685, 0.8946, -0.5554], [2.0730, -1.7137, -2.3863]], "lowdin_charge": [-0.078, -0.134, -0.099, -0.056, -0.011, -0.187, -0.244, 0.018, 0.094, -0.073, 0.087, 0.141, 0.091, 0.127, 0.107, 0.061, 0.155], "homo_lumo_gap_ev": 8.779, "charge": 0}



Run Q
{"formula": "C7H6N4", "method": "ωB97M-V with the def2-TZVPD basis set", "elements": ["C", "C", "C", "C", "C", "C", "C", "H", "H", "H", "H", "H", "H", "N", "N", "N", "N"], "xyz": [[3.2539, -0.3303, -0.0625], [1.8340, 0.1594, -0.0145], [-0.6456, 1.0917, 0.0476], [-2.8966, 0.6891, -0.0354], [-2.7573, -0.7275, -0.0250], [-1.4423, -1.1743, 0.0130], [-0.3409, -0.2800, 0.0829], [3.2884, -1.3955, -0.2892], [3.6500, -0.2194, 1.0432], [3.8249, 0.3339, -0.7452], [-3.9339, 1.1133, -0.0372], [-3.6777, -1.3001, -0.1246], [-1.1513, -2.2886, 0.1142], [1.5718, 1.5261, 0.0218], [0.4206, 2.0389, -0.0025], [-1.9283, 1.5641, 0.0005], [0.9304, -0.8007, 0.0131]], "lowdin_charge": [-0.042, -0.368, -0.238, -0.159, -0.041, -0.009, -0.225, 0.069, 0.120, 0.081, 0.120, 0.104, 0.143, 0.052, 0.110, 0.113, 0.170], "smiles": "Cc1nnc2ncccc2n1", "homo_lumo_gap_ev": 8.363, "charge": 0}



Quick one: most stable of them? run Q



Run P
{"formula": "C31H32N5S2TeZr", "method": "ωB97M-V with the def2-TZVPD basis set", "elements": ["Zr", "C", "C", "C", "C", "C", "C", "C", "C", "C", "C", "H", "H", "H", "H", "H", "H", "H", "H", "H", "H", "H", "H", "H", "H", "N", "C", "C", "C", "C", "C", "C", "S", "N", "C", "C", "C", "C", "C", "C", "N", "H", "H", "H", "H", "H", "H", "H", "H", "H", "Te", "C", "C", "C", "C", "S", "H", "H", "H", "N", "C", "C", "C", "N", "C", "C", "H", "H", "H", "H", "H", "H"], "xyz": [[-0.5507, 0.5003, 0.1485], [-3.2330, 1.5259, 2.9701], [-1.8362, 2.1020, 3.2055], [-1.7843, 3.5748, 2.7875], [-0.7178, 1.2332, 2.6501], [-0.6769, -0.1491, 2.9615], [0.5182, -0.8570, 2.9648], [1.7272, -0.2362, 2.6229], [3.0314, -0.9176, 2.8655], [1.6778, 1.0850, 2.1785], [0.4783, 1.8103, 2.1587], [-3.9597, 2.1686, 3.4560], [-3.3562, 0.5366, 3.4028], [-3.4672, 1.4994, 1.9080], [-1.6541, 2.0796, 4.2906], [-1.8030, 3.7116, 1.7054], [-0.9177, 4.0907, 3.1958], [-2.6640, 4.0657, 3.1963], [-1.5482, -0.6260, 3.4026], [0.5344, -1.8600, 3.3729], [3.2977, -0.7912, 3.9182], [3.8320, -0.4804, 2.2732], [2.9655, -1.9868, 2.6795], [2.6052, 1.6095, 1.9751], [0.5305, 2.8880, 2.0116], [2.3017, -2.8111, -0.0171], [1.6766, -4.0824, 0.0213], [2.4131, -5.2211, -0.2704], [1.7885, -6.4632, -0.3055], [0.4324, -6.5657, -0.0606], [-0.3164, -5.4266, 0.2262], [0.3156, -4.2016, 0.2796], [-0.6180, -2.7361, 0.7297], [0.3722, -1.4771, 0.1137], [1.6559, -1.6395, -0.1366], [2.3936, -0.4216, -0.5383], [3.7629, -0.4012, -0.8119], [4.3804, 0.8097, -1.0868], [3.6109, 1.9672, -1.1091], [2.2479, 1.8610, -0.8795], [1.6446, 0.7063, -0.5768], [3.2941, -2.8540, -0.2025], [3.4703, -5.1428, -0.4706], [2.3641, -7.3433, -0.5466], [-0.0541, -7.5272, -0.0752], [-1.3726, -5.5012, 0.4310], [4.3549, -1.3032, -0.8115], [5.4423, 0.8468, -1.2745], [4.0614, 2.9254, -1.3105], [1.6027, 2.7396, -0.9286], [-3.0445, -0.7554, -0.1613], [-3.6140, 1.2649, -0.5125], [-2.7773, 2.3432, -0.3176], [-3.4336, 3.5848, -0.4820], [-4.7546, 3.4261, -0.7755], [-5.2171, 1.7803, -0.8708], [-1.6975, 2.2281, -0.0271], [-2.9630, 4.5450, -0.3824], [-5.4790, 4.2053, -0.9228], [-1.0155, 0.7099, -6.2203], [-0.9204, 0.7630, -4.9020], [-0.5394, -0.3691, -4.1357], [-0.4783, -0.2966, -2.7741], [-0.7025, 0.8367, -2.0547], [-1.0380, 1.9305, -2.7890], [-1.1762, 1.9375, -4.1515], [-0.8294, -0.1483, -6.7160], [-1.3309, 1.4972, -6.7691], [-0.3124, -1.3034, -4.6240], [-0.2535, -1.1963, -2.2004], [-1.2152, 2.8547, -2.2462], [-1.4619, 2.8476, -4.6558]], "lowdin_charge": [1.507, -0.049, -0.343, -0.044, -0.290, -0.070, -0.039, -0.253, -0.004, -0.037, -0.119, 0.101, 0.082, 0.028, 0.169, 0.055, 0.092, 0.102, 0.136, 0.134, 0.120, 0.087, 0.089, 0.140, 0.130, 0.181, -0.227, 0.014, -0.024, -0.024, -0.058, -0.405, 0.917, -0.448, -0.317, -0.183, 0.045, 0.026, 0.021, -0.085, -0.040, 0.150, 0.127, 0.129, 0.129, 0.123, 0.129, 0.140, 0.136, 0.137, 0.986, -0.985, -0.382, -0.174, -0.349, 1.051, 0.025, 0.119, 0.091, 0.204, -0.273, 0.030, -0.163, -0.171, -0.113, 0.035, 0.138, 0.143, 0.129, 0.095, 0.114, 0.131], "homo_lumo_gap_ev": 5.361, "charge": 3}



Run Q
{"formula": "C31H32N5S2TeZr", "method": "ωB97M-V with the def2-TZVPD basis set", "elements": ["Zr", "C", "C", "C", "C", "C", "C", "C", "C", "C", "C", "H", "H", "H", "H", "H", "H", "H", "H", "H", "H", "H", "H", "H", "H", "N", "C", "C", "C", "C", "C", "C", "S", "N", "C", "C", "C", "C", "C", "C", "N", "H", "H", "H", "H", "H", "H", "H", "H", "H", "Te", "C", "C", "C", "C", "S", "H", "H", "H", "N", "C", "C", "C", "N", "C", "C", "H", "H", "H", "H", "H", "H"], "xyz": [[-0.2472, 0.0100, -0.0648], [0.0008, 3.3114, -3.4317], [0.5915, 3.2494, -2.0245], [1.8435, 2.3554, -1.9975], [-0.3601, 2.7016, -0.9815], [-1.5840, 2.0932, -1.3107], [-2.3985, 1.5348, -0.3224], [-2.0641, 1.6394, 1.0430], [-3.0293, 1.1698, 2.0868], [-0.8972, 2.3454, 1.3773], [-0.0452, 2.8307, 0.3824], [0.7123, 3.7797, -4.1041], [-0.8967, 3.9228, -3.4459], [-0.2218, 2.3206, -3.8234], [0.8828, 4.2669, -1.7361], [1.5528, 1.2975, -2.1080], [2.4074, 2.4943, -1.0751], [2.5054, 2.6144, -2.8196], [-1.9603, 2.1417, -2.3242], [-3.3880, 1.1621, -0.5863], [-3.7986, 1.9349, 2.2166], [-2.5577, 1.0321, 3.0589], [-3.5390, 0.2517, 1.7835], [-0.7188, 2.6125, 2.4151], [0.8063, 3.4365, 0.6720], [1.2261, -1.9845, -3.5564], [0.7549, -1.3586, -4.7274], [1.4008, -1.5677, -5.9403], [0.9516, -0.9170, -7.0803], [-0.1276, -0.0503, -7.0212], [-0.7903, 0.1546, -5.8164], [-0.3478, -0.5049, -4.6864], [-1.2010, -0.3318, -3.1360], [0.1409, -0.5556, -2.0450], [0.9879, -1.5541, -2.3123], [1.5335, -2.2428, -1.1434], [2.4293, -3.3172, -1.1922], [2.7357, -3.9949, -0.0262], [2.1107, -3.6155, 1.1619], [1.2242, -2.5611, 1.1406], [0.9411, -1.8599, 0.0278], [1.8600, -2.7595, -3.7007], [2.2602, -2.2200, -5.9880], [1.4490, -1.0924, -8.0204], [-0.4720, 0.4626, -7.9058], [-1.6628, 0.7879, -5.7682], [2.8868, -3.6283, -2.1192], [3.4265, -4.8228, -0.0316], [2.3101, -4.1329, 2.0860], [0.6896, -2.2670, 2.0388], [-2.2293, -1.9765, -0.4912], [-2.4370, -2.8977, 1.3861], [-2.2561, -2.3502, 2.6344], [-2.6700, -3.2083, 3.6636], [-3.1588, -4.3927, 3.1862], [-3.1166, -4.4882, 1.4861], [-1.8504, -1.3544, 2.7829], [-2.6280, -2.9614, 4.7085], [-3.5461, -5.2149, 3.7530], [4.2257, 0.9877, 4.2813], [3.2785, 0.7580, 3.3909], [1.9356, 0.4852, 3.7625], [0.9890, 0.2903, 2.7973], [1.2426, 0.3429, 1.4656], [2.5363, 0.5400, 1.1077], [3.5498, 0.7572, 1.9971], [4.0327, 0.9822, 5.2717], [5.1763, 1.1568, 3.9885], [1.6630, 0.4292, 4.8046], [-0.0422, 0.0672, 3.0767], [2.7457, 0.5002, 0.0376], [4.5539, 0.9219, 1.6424]], "lowdin_charge": [1.462, -0.041, -0.338, -0.048, -0.212, -0.101, -0.136, -0.343, -0.015, -0.051, -0.026, 0.101, 0.100, 0.053, 0.162, 0.050, 0.072, 0.101, 0.102, 0.138, 0.120, 0.090, 0.085, 0.147, 0.150, 0.198, -0.221, 0.020, -0.021, -0.019, -0.065, -0.420, 0.951, -0.480, -0.315, -0.181, 0.051, 0.024, 0.031, -0.091, -0.101, 0.165, 0.130, 0.129, 0.130, 0.124, 0.129, 0.138, 0.136, 0.116, 1.040, -0.997, -0.286, -0.172, -0.379, 0.993, 0.058, 0.113, 0.082, 0.210, -0.269, 0.041, -0.133, -0.179, -0.121, 0.039, 0.144, 0.143, 0.134, 0.114, 0.114, 0.132], "homo_lumo_gap_ev": 4.959, "charge": 3}



Quick one: most stable of them? run Q